{
  "formula": "C17H17FIrN6S",
  "method": "wB97M-V/def2-TZVPD",
  "spin_multiplicity": 5,
  "de_lowest_ev": 0.523,
  "total_charge": 1,
  "energy_ha": -1588.60577,
  "homo_energy_ev": [-10.030, -11.159],
  "s_squared": 6.034,
  "elements": ["H", "C", "H", "C", "C", "C", "H", "H", "C", "C", "C", "H", "H", "C", "H", "H", "C", "C", "C", "N", "H", "N", "N", "C", "C", "N", "N", "H", "C", "H", "C", "C", "F", "H", "H", "C", "H", "S", "N", "H", "H", "H", "Ir"],
  "xyz": [[0.24000, -4.42180, 2.91475], [2.01950, 1.76070, 0.68835], [-0.62940, -4.55480, 0.51305], [-2.66470, 2.79650, 0.29915], [0.65130, -2.56330, 3.89795], [1.88780, 3.12200, 0.83635], [0.97710, -3.02660, 4.81465], [2.59790, -0.78110, 0.09565], [2.12150, -0.27070, -0.74125], [-0.15560, -2.73190, 1.64465], [1.73790, 3.90660, -0.29965], [-3.63450, 3.23020, -1.62625], [-1.93370, 1.31760, -2.49635], [-1.26440, -2.80200, -2.83205], [0.13700, 0.43410, 2.43495], [2.49610, -0.59070, -1.71125], [1.71480, 3.35540, -1.57325], [-2.92070, 2.68350, -1.04825], [0.18390, -0.63830, 2.57425], [-1.13830, -3.45120, -1.70355], [0.94870, -0.53580, 4.57245], [-1.70820, 1.90150, 0.59285], [-1.32630, 1.21630, -0.49255], [1.98560, 1.15560, -0.58835], [0.62640, -1.17470, 3.76585], [-0.17470, -1.37900, 1.52775], [-1.67960, -3.47730, -3.90465], [2.19420, 1.13710, 1.55205], [1.83210, 1.99410, -1.71645], [-3.09440, 3.43720, 1.04085], [0.24850, -3.34560, 2.83845], [-2.05140, 1.69150, -1.49825], [1.64560, 5.23440, -0.15705], [1.92780, 3.59860, 1.80305], [1.84140, 1.54700, -2.69875], [-0.54150, -3.47450, 0.48685], [-1.89590, -4.45690, -3.82665], [-0.95150, -1.10490, -2.99825], [-0.75080, -2.82170, -0.62105], [1.62720, 4.01010, -2.42495], [-1.82290, -3.00730, -4.78115], [-1.27950, 1.74190, 1.49225], [-0.02440, -0.66190, -0.64625]],
  "atomic_forces_ev_per_a": [[0.014, -0.095, -0.045], [-0.025, -0.162, -0.314], [-0.105, 0.008, -0.026], [-0.079, -0.043, -0.286], [-0.017, 0.368, -0.088], [-0.049, 0.271, -0.117], [0.062, -0.011, 0.134], [-0.099, -0.095, -0.073], [-0.032, -0.447, -0.172], [0.375, 0.829, 0.917], [0.023, -0.167, 0.085], [-0.133, 0.170, -0.099], [0.033, -0.159, -0.064], [0.261, 0.891, 0.470], [0.070, 0.007, 0.025], [-0.073, -0.127, 0.072], [-0.040, 0.277, 0.082], [0.103, 0.057, 0.198], [0.108, 0.061, 0.103], [-0.376, -2.008, -0.146], [-0.061, 0.093, 0.047], [-0.043, 0.052, 0.325], [0.366, -0.675, -0.230], [-0.026, 0.742, 0.088], [-0.010, -0.342, 0.088], [-0.202, -0.378, 0.095], [0.003, -0.060, -0.070], [0.032, -0.057, 0.127], [0.073, -0.212, 0.349], [-0.034, 0.116, 0.226], [-0.267, 0.131, -0.504], [-0.084, 0.147, 0.143], [-0.053, -0.093, -0.044], [0.041, 0.051, 0.113], [-0.046, -0.021, -0.151], [-0.363, -0.147, -1.549], [0.020, -0.023, 0.074], [0.208, 0.438, 0.622], [0.414, 0.866, 0.767], [-0.028, 0.069, -0.122], [0.032, 0.006, 0.061], [-0.053, -0.038, -0.261], [0.061, -0.290, -0.848]],
  "mulliken_spin": [0.000, 0.128, 0.000, 0.002, 0.014, -0.049, 0.001, 0.010, 0.388, 0.065, 0.148, 0.000, 0.000, -0.024, 0.008, 0.007, -0.056, -0.001, 0.016, 0.026, 0.001, -0.012, 0.089, -0.088, -0.001, 0.062, 0.015, 0.013, 0.112, 0.000, 0.010, -0.014, 0.013, -0.002, 0.004, 0.035, -0.004, 0.305, 0.045, -0.001, 0.003, 0.000, 2.732]
}